[1]
Density functional theory data (the ωB97M-V functional and the def2-TZVPD basis) for CH2N2O3S as an isolated structure at a distorted geometry.

```
! RIJCOSX wB97M-V def2-TZVPD def2/J DEFGRID3
* xyz 0 1
C 0.618 -0.913 -0.288
N 1.775 1.127 -0.106
N 1.335 0.019 -0.123
O -1.036 0.769 1.143
O -1.496 0.475 -1.265
O -2.529 -1.024 0.390
S -1.531 -0.039 0.069
H 0.733 -1.929 -0.579
H 2.131 1.513 0.758
*
```

HOMO-LUMO gap (eV): 9.30
Energy above the lowest of the compared OMol25 structures with the same formula, charge and spin (eV): 3.3934

***

[2]
Density functional theory data (the ωB97M-V functional and the def2-TZVPD basis) for a 2-piece molecular cluster, CH2N2O3S overall at a distorted geometry.

```
! RIJCOSX wB97M-V def2-TZVPD def2/J DEFGRID3
* xyz 0 1
N -1.870 1.029 -0.005
S -2.807 -0.014 0.090
O -4.217 -0.155 -0.059
O -2.076 -1.498 -0.023
H -1.144 -1.585 0.173
N 2.005 0.648 -0.017
C 1.245 -0.226 -0.027
O 0.586 -1.150 0.017
H 2.376 1.338 -0.685
*
```

HOMO-LUMO gap (eV): 9.99
Energy above the lowest of the compared OMol25 structures with the same formula, charge and spin (eV): 2.5079
SMILES string: N#S(=O)O.N=C=O

***

[3]
Density functional theory data (the ωB97M-V functional and the def2-TZVPD basis) for a 2-piece molecular cluster, CH2N2O3S overall at a distorted geometry.

```
! RIJCOSX wB97M-V def2-TZVPD def2/J DEFGRID3
* xyz 0 1
C -0.053 1.889 -0.067
N -0.569 0.801 -0.074
N 2.204 0.278 -0.193
O 1.530 -0.965 -0.299
O 0.512 2.897 -0.092
O 4.468 -0.794 0.020
S 3.699 0.456 0.130
H 0.763 -0.589 -0.744
H -1.319 0.488 0.401
*
```

HOMO-LUMO gap (eV): 9.57
Energy above the lowest of the compared OMol25 structures with the same formula, charge and spin (eV): 2.0246

***

[4]
Density functional theory data (the ωB97M-V functional and the def2-TZVPD basis) for CH2N2OS2 in the gas phase at a distorted geometry.

```
! RIJCOSX wB97M-V def2-TZVPD def2/J DEFGRID3
* xyz 0 1
N 0.627 2.227 1.510
C 0.259 1.249 1.062
S -0.051 -0.451 0.404
N -0.671 -0.037 -1.206
O -1.119 -1.072 1.093
S 1.935 -1.334 0.724
H -0.038 0.428 -1.889
H -0.943 -1.010 -1.699
*
```

HOMO-LUMO gap (eV): 8.63
Energy above the lowest of the compared OMol25 structures with the same formula, charge and spin (eV): 2.5060
SMILES string: N#C[S@](N)(=O)=S

***

[5]
Density functional theory data (the ωB97M-V functional and the def2-TZVPD basis) for CH2N2OS2 in the gas phase at a distorted geometry.

```
! RIJCOSX wB97M-V def2-TZVPD def2/J DEFGRID3
* xyz 0 1
N 0.858 0.474 -0.372
C 0.705 -0.790 0.071
S 1.840 -1.916 0.339
S -0.909 -1.101 0.629
N -1.585 0.607 0.184
O -2.707 0.734 0.512
H 1.672 0.994 -0.509
H 0.126 0.999 -0.855
*
```

HOMO-LUMO gap (eV): 7.78
Energy above the lowest of the compared OMol25 structures with the same formula, charge and spin (eV): 1.4942
SMILES string: NC(=S)SN=O

***

[6]
Density functional theory data (the ωB97M-V functional and the def2-TZVPD basis) for CH2N2S3 in the gas phase at a distorted geometry.

```
! RIJCOSX wB97M-V def2-TZVPD def2/J DEFGRID3
* xyz 0 1
C -0.570 1.170 0.040
N -1.015 0.003 -0.040
N -0.494 -1.139 0.070
S 1.197 -1.473 0.293
S 1.950 -0.002 -0.833
S 1.231 1.569 0.379
H -1.354 1.883 0.012
H -0.946 -2.011 0.079
*
```

HOMO-LUMO gap (eV): 8.46
Energy above the lowest of the compared OMol25 structures with the same formula, charge and spin (eV): 0.1596
SMILES string: c1n[nH]sss1